106
Properties=species:S:1:pos:R:3:mulliken_charge:R:1 method="wB97M-V/def2-TZVPD" total_energy_ha=-3875.9179 de_lowest_kcal_mol=0.00 orbital_gap_ev=9.57 smiles="O=S1(=O)OCCO1.O=S1(=O)OCCO1.Fc1ccccc1.Fc1ccccc1.Fc1ccccc1.Fc1ccccc1.Fc1ccccc1.Fc1ccccc1.Fc1ccccc1" max_force_ev_per_a=2.63
F 3.74853 1.38735 -1.12665 -0.163
C 4.62119 0.33713 -1.09697 0.496
C 4.90488 -0.31173 -2.30990 -0.774
C 5.73391 -1.42451 -2.31472 -0.291
C 6.29316 -1.80810 -1.09985 -0.772
C 6.06870 -1.06519 0.06989 -0.664
C 5.17011 0.04337 0.10878 0.237
H 4.42957 0.05924 -3.21312 0.387
H 5.95454 -1.96284 -3.23240 0.449
H 6.95601 -2.65339 -1.06003 0.437
H 6.52265 -1.33748 1.01062 0.518
H 4.88945 0.59926 1.00574 0.124
F -5.11327 -2.51773 -2.29570 -0.346
C -5.60741 -3.35738 -1.32467 0.595
C -4.68639 -3.84446 -0.41825 -0.466
C -5.08919 -4.62002 0.62220 -0.130
C -6.40039 -5.01508 0.71396 -0.697
C -7.30366 -4.47184 -0.19603 -0.203
C -6.92038 -3.67056 -1.29760 -0.659
H -3.62286 -3.65687 -0.51842 0.405
H -4.38728 -4.98134 1.35608 0.413
H -6.77698 -5.66755 1.51966 0.344
H -8.38481 -4.65082 -0.13874 0.337
H -7.62379 -3.27513 -2.03092 0.420
F -5.41624 -0.38612 3.25935 -0.306
C -5.51267 0.22865 2.08334 -0.162
C -4.95323 -0.31290 0.92512 -0.004
C -5.14003 0.32088 -0.28420 -0.194
C -5.89242 1.46710 -0.36383 -0.516
C -6.47985 2.03805 0.78625 -0.674
C -6.27345 1.38447 2.00301 -0.353
H -4.41936 -1.25982 1.00149 0.603
H -4.69561 -0.12193 -1.15853 0.521
H -6.12786 1.85127 -1.36183 0.324
H -6.97630 2.98390 0.59768 0.394
H -6.73837 1.81499 2.90516 0.355
F 1.84476 -4.85268 4.85369 -0.339
C 2.65427 -3.88791 4.43098 0.211
C 2.84078 -2.75183 5.21960 -0.445
C 3.59908 -1.67588 4.73651 -0.653
C 4.17906 -1.77491 3.46392 -0.108
C 4.07409 -2.91551 2.68891 -0.363
C 3.28949 -4.00262 3.19962 -0.484
H 2.35827 -2.78982 6.17916 0.436
H 3.70661 -0.79108 5.33384 0.579
H 4.81411 -0.96576 3.11010 0.362
H 4.57755 -3.05103 1.72853 0.394
H 3.09496 -4.83794 2.54358 0.421
F -1.86541 -2.20866 0.84942 -0.227
C -0.95467 -1.21012 0.84510 0.500
C 0.26737 -1.48264 1.48777 -0.918
C 1.30249 -0.58670 1.27504 -0.306
C 1.13726 0.55988 0.49068 -0.492
C -0.15430 0.87640 -0.00422 -0.402
C -1.19433 -0.04254 0.15464 -0.176
H 0.41111 -2.40942 2.05053 0.525
H 2.30236 -0.76155 1.65363 0.651
H 1.96601 1.23698 0.32389 0.445
H -0.36627 1.81261 -0.51681 0.013
H -2.21951 0.13227 -0.18736 0.323
F -0.87979 5.55188 1.46400 -0.343
C 0.20284 5.15173 0.69981 0.401
C 0.01894 4.41757 -0.44781 -0.430
C 1.15187 4.02715 -1.18629 -0.383
C 2.37579 4.55257 -0.86758 -0.492
C 2.58656 5.31767 0.31550 -0.435
C 1.48504 5.54818 1.12696 -0.599
H -1.01784 4.14831 -0.71442 0.503
H 1.03122 3.39333 -2.05512 0.485
H 3.20252 4.35825 -1.52738 0.380
H 3.57784 5.63963 0.55732 0.479
H 1.58102 6.04033 2.07643 0.532
F -3.15764 1.29806 -2.69592 -0.089
C -3.25893 1.98497 -3.83372 0.352
C -4.40660 2.78210 -4.05750 -0.067
C -4.57706 3.44046 -5.28905 -0.664
C -3.54819 3.32395 -6.23019 -0.299
C -2.38535 2.61981 -5.99386 -0.742
C -2.25342 1.92326 -4.80243 -0.431
H -5.20259 2.88078 -3.30724 0.221
H -5.47333 4.04204 -5.47406 0.374
H -3.75307 3.79559 -7.16989 0.357
H -1.63270 2.55993 -6.76545 0.377
H -1.46239 1.24630 -4.54983 0.594
C 1.62561 -2.01011 -2.09328 0.340
C 2.42735 -3.12757 -1.45554 0.191
O 3.38773 -3.63266 -2.40055 -0.338
S 2.80250 -3.24677 -3.88209 1.096
O 1.77886 -4.19916 -4.28524 -0.609
O 3.89396 -3.09703 -4.78451 -0.556
O 2.21432 -1.84012 -3.49145 -0.319
H 1.76347 -1.08918 -1.54725 -0.345
H 0.56153 -2.30323 -2.25051 0.304
H 1.66785 -3.88239 -1.23346 0.364
H 2.88625 -2.76667 -0.52839 -0.148
C 2.20098 1.82291 4.09471 -0.125
C 2.22870 2.99730 3.12413 -0.435
O 3.52996 2.87940 2.42737 -0.136
S 4.62952 2.54566 3.53962 1.091
O 5.05297 3.71361 4.26353 -0.613
O 5.67925 1.75833 2.94962 -0.587
O 3.64966 1.56521 4.42832 -0.263
H 1.80361 0.87288 3.73476 0.120
H 1.76100 2.20714 5.02470 0.331
H 2.43908 3.95003 3.64018 0.408
H 1.39506 3.07615 2.41629 0.215